No. 1
Formula: C23H48O9P3
Source: the Open Molecules 2025 dataset
Level of theory: ωB97M-V/def2-TZVPD

Last column: Mulliken charge in e.
CARTESIAN COORDINATES (ANGSTROEM)
C: -2.394 2.206 -6.589  -0.95
C: -1.836 1.172 -7.685  -0.15
O: -0.497 1.448 -8.159  -0.39
C: 0.514 0.952 -7.262  -0.26
C: 0.753 -0.638 -7.338  -0.49
P: 1.509 -1.285 -5.724  0.06
C: 0.364 -0.646 -4.324  -0.58
C: 1.129 0.416 -3.389  0.83
C: 0.552 0.557 -1.933  -0.62
C: 1.182 1.497 -0.863  -0.25
C: 2.444 2.308 -1.319  -0.50
C: 2.986 2.196 -2.772  -0.65
C: 2.366 1.256 -3.861  -0.29
H: -3.030 1.655 -5.811  0.27
H: -3.113 2.947 -7.110  0.30
H: -1.597 2.820 -6.052  0.28
H: -1.996 0.091 -7.318  0.13
H: -2.525 1.276 -8.608  0.35
H: 1.508 1.447 -7.584  0.29
H: 0.279 1.357 -6.218  0.10
H: 1.552 -0.811 -8.154  0.38
H: -0.191 -1.255 -7.530  0.37
H: 2.878 -0.929 -5.531  0.23
H: 1.437 -2.727 -5.808  0.20
H: 0.185 -1.573 -3.655  0.44
H: -0.597 -0.252 -4.795  0.35
H: -0.373 -0.068 -1.644  0.30
H: 0.763 1.566 0.203  0.39
H: 2.957 2.983 -0.563  0.37
H: 3.890 2.844 -3.044  0.30
H: 2.768 1.152 -4.921  0.14
O: 3.568 -3.689 0.952  -0.73
P: 2.524 -3.965 2.039  1.10
O: 1.980 -5.403 1.429  -0.34
C: 2.775 -6.562 1.639  -0.33
C: 2.681 -7.044 3.075  -0.94
O: 1.337 -2.987 1.403  -0.45
C: 1.677 -1.872 0.592  0.00
C: 1.607 -2.236 -0.879  -0.90
O: 1.439 -4.203 3.345  -0.26
C: 1.748 -3.469 4.533  -0.37
C: 1.626 -1.970 4.326  -0.94
H: 3.815 -6.361 1.362  0.28
H: 2.396 -7.338 0.969  0.33
H: 3.149 -6.329 3.757  0.22
H: 3.185 -8.007 3.195  0.41
H: 1.639 -7.147 3.383  0.24
H: 2.660 -1.475 0.862  0.40
H: 0.954 -1.079 0.805  -0.08
H: 2.163 -3.149 -1.106  0.44
H: 2.000 -1.427 -1.497  0.20
H: 0.568 -2.425 -1.172  0.21
H: 2.757 -3.731 4.866  0.31
H: 1.048 -3.792 5.306  0.38
H: 2.392 -1.607 3.634  0.26
H: 1.749 -1.438 5.272  0.49
H: 0.655 -1.713 3.897  0.13
O: -2.257 2.407 2.011  -0.76
P: -2.549 3.049 3.372  1.11
O: -0.982 3.426 3.749  -0.35
C: -0.400 4.564 3.128  -0.33
C: -0.937 5.854 3.722  -1.00
O: -2.650 1.626 4.225  -0.37
C: -3.030 0.422 3.572  -0.61
C: -1.805 -0.374 3.161  -0.75
O: -2.995 3.812 4.843  -0.27
C: -4.358 4.241 4.918  -0.31
C: -5.331 3.075 4.901  -1.02
H: -0.570 4.531 2.047  0.26
H: 0.678 4.507 3.298  0.35
H: -1.995 5.984 3.476  0.22
H: -0.389 6.717 3.335  0.41
H: -0.860 5.842 4.811  0.25
H: -3.683 0.626 2.719  0.37
H: -3.623 -0.164 4.281  0.42
H: -1.083 0.234 2.609  0.12
H: -2.087 -1.227 2.539  0.44
H: -1.284 -0.747 4.047  0.20
H: -4.564 4.927 4.091  0.30
H: -4.472 4.798 5.850  0.36
H: -5.313 2.564 3.933  0.27
H: -6.351 3.420 5.079  0.43
H: -5.067 2.337 5.661  0.24

Summary:
Energy (a.u.): -2605.8681
Largest force on an atom (eV Å⁻¹): 9.44
Net charge: +1

---

No. 2
Formula: C23H49BN2O4
Source: the Open Molecules 2025 dataset
Level of theory: ωB97M-V/def2-TZVPD

Last column: Mulliken charge in e.
CARTESIAN COORDINATES (ANGSTROEM)
B: 7.531 -1.338 2.748  0.19
C: 6.788 -0.627 1.575  -0.45
O: 5.501 -0.188 1.970  -0.28
C: 4.801 0.451 0.932  -0.66
C: 3.316 0.616 1.287  -0.03
O: 2.856 -0.441 2.086  -0.43
C: 1.567 -0.955 1.763  1.06
C: 1.648 -2.455 1.499  -1.26
H: 7.210 -1.111 3.869  -0.06
H: 8.443 -2.062 2.499  -0.07
H: 6.709 -1.290 0.700  0.26
H: 7.411 0.231 1.258  0.25
H: 4.909 -0.113 -0.005  0.32
H: 5.233 1.449 0.758  0.30
H: 2.758 0.656 0.346  0.12
H: 3.171 1.574 1.803  0.25
H: 1.135 -0.427 0.910  -0.44
H: 0.905 -0.763 2.613  0.08
H: 1.559 -3.011 2.433  0.36
H: 2.627 -2.680 1.074  0.30
H: 0.886 -2.770 0.789  0.23
C: -4.866 1.179 1.544  -1.63
C: -3.620 0.682 2.287  1.48
C: -3.685 1.021 3.779  -1.23
C: -3.469 2.504 4.074  -0.50
C: -2.159 2.997 3.462  -1.28
C: -2.061 2.725 1.958  1.70
N: -2.363 1.273 1.719  0.71
O: -1.336 0.522 1.909  -0.34
C: -3.005 3.646 1.169  -1.84
C: -0.645 2.997 1.460  -1.95
C: -3.562 -0.830 2.096  -1.86
H: -5.062 2.239 1.661  0.30
H: -4.783 0.963 0.477  0.29
H: -5.739 0.651 1.928  0.46
H: -2.917 0.441 4.301  0.35
H: -4.652 0.690 4.167  0.41
H: -4.314 3.093 3.705  0.29
H: -3.443 2.658 5.154  0.42
H: -2.035 4.070 3.628  0.38
H: -1.324 2.496 3.961  0.36
H: -3.165 3.266 0.159  0.27
H: -2.551 4.634 1.087  0.50
H: -3.973 3.790 1.643  0.35
H: 0.098 2.429 2.014  0.38
H: -0.428 4.059 1.581  0.51
H: -0.551 2.744 0.403  0.34
H: -3.419 -1.083 1.044  0.35
H: -4.508 -1.261 2.428  0.47
H: -2.756 -1.284 2.666  0.35
C: 1.621 -1.090 -4.832  -1.59
C: 1.047 -2.031 -3.766  1.56
C: -0.081 -2.900 -4.336  -1.21
C: -1.377 -2.128 -4.581  -0.58
C: -1.832 -1.410 -3.311  -1.31
C: -0.757 -0.490 -2.725  2.38
N: 0.512 -1.276 -2.588  0.43
O: 0.595 -1.927 -1.484  -0.43
C: -0.569 0.758 -3.602  -2.09
C: -1.164 -0.007 -1.338  -2.33
C: 2.193 -2.916 -3.287  -1.95
H: 0.884 -0.453 -5.308  0.28
H: 2.395 -0.454 -4.400  0.37
H: 2.078 -1.690 -5.621  0.45
H: -0.282 -3.712 -3.631  0.37
H: 0.271 -3.361 -5.261  0.40
H: -1.247 -1.417 -5.401  0.32
H: -2.155 -2.822 -4.902  0.39
H: -2.729 -0.816 -3.503  0.37
H: -2.099 -2.158 -2.557  0.43
H: 0.374 1.257 -3.373  0.39
H: -1.377 1.460 -3.395  0.49
H: -0.603 0.555 -4.669  0.41
H: -1.386 -0.827 -0.659  0.38
H: -2.059 0.612 -1.422  0.64
H: -0.377 0.596 -0.883  0.09
H: 2.962 -2.322 -2.791  0.43
H: 2.639 -3.407 -4.152  0.44
H: 1.854 -3.680 -2.592  0.36

Summary:
Energy (a.u.): -1340.8824
Largest force on an atom (eV Å⁻¹): 0.92
Net charge: 0
⟨S²⟩: 2.0083
Spin multiplicity: 3

---

No. 3
Formula: C23H49Br14N3O3
Source: the Open Molecules 2025 dataset
Level of theory: ωB97M-V/def2-TZVPD

Last column: Mulliken charge in e.
CARTESIAN COORDINATES (ANGSTROEM)
Br: 7.034 29.735 -15.934  -0.16
C: 6.225 29.627 -14.132  -0.41
C: 7.257 29.197 -13.169  -0.70
Br: 6.866 29.497 -11.256  -0.15
H: 5.401 28.915 -14.175  0.33
H: 5.852 30.561 -13.711  0.34
H: 8.271 29.432 -13.494  0.42
H: 7.231 28.108 -13.201  0.33
Br: -1.128 27.044 -20.857  -0.15
C: -0.264 26.505 -19.212  -0.46
C: 1.041 25.922 -19.673  -0.73
Br: 2.103 25.240 -18.015  -0.21
H: -0.965 25.862 -18.679  0.36
H: -0.192 27.352 -18.529  0.36
H: 1.627 26.585 -20.310  0.42
H: 0.936 25.040 -20.305  0.41
Br: -8.505 30.796 -21.109  -0.15
C: -7.495 32.501 -20.850  -0.55
C: -8.441 33.674 -20.632  -0.61
Br: -9.773 33.433 -19.197  -0.11
H: -6.799 32.617 -21.681  0.39
H: -6.964 32.449 -19.900  0.33
H: -9.037 33.928 -21.508  0.37
H: -7.829 34.503 -20.277  0.34
Br: -2.929 40.199 -4.572  -0.15
C: -2.007 38.816 -5.621  -0.62
C: -0.715 38.371 -4.958  -0.52
Br: 0.000 36.793 -5.812  -0.14
H: -1.920 39.259 -6.614  0.36
H: -2.651 37.955 -5.795  0.37
H: -0.861 38.131 -3.905  0.36
H: -0.027 39.200 -5.125  0.34
Br: -6.647 25.504 -9.012  -0.16
C: -6.679 26.091 -10.888  -0.61
C: -5.329 26.856 -11.274  -0.55
Br: -5.625 27.531 -13.154  -0.17
H: -7.551 26.728 -11.033  0.37
H: -6.819 25.238 -11.551  0.38
H: -4.613 26.045 -11.404  0.34
H: -5.044 27.710 -10.660  0.40
Br: -3.925 43.519 -12.539  -0.16
C: -4.140 45.022 -11.246  -0.59
C: -5.518 45.531 -11.176  -0.58
Br: -5.774 46.869 -9.753  -0.15
H: -3.523 45.867 -11.549  0.36
H: -3.740 44.725 -10.276  0.39
H: -6.265 44.793 -10.887  0.36
H: -5.810 45.946 -12.141  0.36
Br: -2.926 35.268 -14.959  -0.14
C: -1.490 35.459 -13.656  -0.64
C: -1.275 34.213 -12.904  -0.57
Br: -0.421 32.836 -14.040  -0.12
H: -1.796 36.335 -13.084  0.37
H: -0.538 35.775 -14.083  0.38
H: -2.187 33.829 -12.448  0.40
H: -0.473 34.471 -12.212  0.33
C: 5.762 39.245 -10.205  0.08
O: 5.105 38.511 -10.844  -0.52
N: 5.459 40.552 -9.945  0.07
C: 6.375 41.415 -9.243  -0.96
C: 4.170 41.168 -10.421  -0.89
H: 6.708 38.926 -9.741  0.30
H: 7.107 41.589 -10.032  0.34
H: 6.768 40.844 -8.401  0.30
H: 5.834 42.280 -8.858  0.32
H: 4.353 41.989 -11.114  0.35
H: 3.557 40.475 -10.998  0.30
H: 3.580 41.676 -9.659  0.31
C: 0.517 34.692 -21.932  0.15
O: -0.243 34.435 -22.868  -0.60
N: 1.827 35.061 -22.046  0.09
C: 2.478 35.221 -23.337  -0.90
C: 2.532 35.284 -20.802  -0.95
H: 0.219 34.551 -20.881  0.27
H: 1.982 34.679 -24.142  0.31
H: 3.505 34.855 -23.334  0.34
H: 2.505 36.279 -23.596  0.31
H: 1.947 35.443 -19.895  0.33
H: 3.164 34.408 -20.661  0.32
H: 3.195 36.124 -21.010  0.32
C: -4.353 30.192 -4.880  0.22
O: -3.879 30.635 -5.975  -0.63
N: -5.686 30.092 -4.648  0.08
C: -6.161 29.687 -3.389  -0.93
C: -6.723 30.542 -5.579  -0.86
H: -3.730 29.971 -3.999  0.27
H: -5.452 29.266 -2.676  0.32
H: -6.935 28.936 -3.547  0.28
H: -6.535 30.579 -2.886  0.34
H: -7.446 29.745 -5.755  0.29
H: -7.333 31.417 -5.357  0.32
H: -6.093 30.857 -6.411  0.30

Summary:
Energy (a.u.): -37331.8344
Largest force on an atom (eV Å⁻¹): 4.24
Net charge: 0
SMILES: CN(C)C=O.CN(C)C=O.CN(C)C=O.BrCCBr.BrCCBr.BrCCBr.BrCCBr.BrCCBr.BrCCBr.BrCCBr
Relative energy (zero: lowest compared OMol25 entry of this formula, charge and spin) (kJ/mol): 368.80

---

No. 4
Formula: C23H49Cl30NPS2
Source: the Open Molecules 2025 dataset
Level of theory: ωB97M-V/def2-TZVPD

Last column: Mulliken charge in e.
CARTESIAN COORDINATES (ANGSTROEM)
C: 0.240 3.581 1.208  -1.44
C: 0.027 2.347 0.392  -0.21
N: 0.036 2.486 -1.092  0.43
C: -1.261 2.069 -1.640  -1.23
C: -1.395 1.988 -3.145  -1.41
C: 0.447 3.707 -1.584  0.10
S: -0.538 4.849 -2.139  -0.15
S: 2.159 4.143 -1.608  -0.15
C: 3.182 2.674 -1.841  -1.01
C: 2.772 1.465 -1.046  -0.03
C: 3.879 0.429 -0.983  -0.20
P: 3.120 -1.022 -0.302  0.18
H: 0.093 3.306 2.232  0.43
H: -0.498 4.327 0.988  0.35
H: 1.225 3.984 1.115  0.36
H: -0.905 1.897 0.670  0.45
H: 0.799 1.643 0.666  -0.01
H: -1.429 1.083 -1.251  0.77
H: -2.059 2.670 -1.243  0.55
H: -2.131 1.241 -3.416  0.30
H: -1.768 2.925 -3.497  0.48
H: -0.449 1.805 -3.624  0.26
H: 3.325 2.429 -2.876  0.52
H: 4.150 2.953 -1.467  0.29
H: 1.917 1.028 -1.515  0.43
H: 2.477 1.769 -0.064  0.06
H: 4.676 0.749 -0.336  -0.07
H: 4.261 0.200 -1.962  0.51
H: 2.798 -0.846 1.038  0.20
H: 3.910 -2.161 -0.385  0.14
H: 1.942 -1.290 -0.972  0.01
C: 6.325 -3.170 1.658  -0.45
Cl: 5.070 -3.169 2.898  -0.11
Cl: 6.500 -1.561 0.938  -0.07
H: 7.269 -3.456 2.100  0.34
H: 6.042 -3.870 0.882  0.32
C: -1.428 -2.742 -1.641  -0.48
Cl: -2.020 -1.705 -2.948  -0.05
Cl: -0.249 -1.906 -0.614  -0.11
H: -2.269 -3.049 -1.033  0.33
H: -0.945 -3.607 -2.080  0.32
C: 3.855 -3.117 7.826  0.56
Cl: 5.176 -3.504 8.933  -0.14
Cl: 2.379 -4.017 8.209  -0.16
H: 3.631 -2.056 7.888  -0.39
H: 4.164 -3.380 6.826  0.17
C: -1.122 -2.410 -7.635  -0.06
Cl: 0.001 -3.776 -7.509  -0.18
Cl: -1.446 -1.687 -6.047  -0.04
H: -0.678 -1.656 -8.273  0.33
H: -2.074 -2.759 -8.037  -0.05
C: 2.269 0.947 8.174  0.39
Cl: 2.367 -0.306 6.922  -0.21
Cl: 3.737 0.972 9.162  -0.17
H: 2.145 1.911 7.703  -0.37
H: 1.423 0.727 8.810  0.33
C: -5.422 -2.947 -8.338  -0.30
Cl: -5.325 -4.461 -9.229  -0.13
Cl: -4.081 -1.864 -8.777  -0.19
H: -6.359 -2.461 -8.577  0.30
H: -5.364 -3.155 -7.278  0.31
C: -5.378 1.918 -1.672  -0.39
Cl: -5.732 2.901 -3.099  -0.17
Cl: -4.164 0.676 -2.019  -0.05
H: -4.992 2.574 -0.902  0.28
H: -6.284 1.431 -1.336  0.33
C: 4.038 -7.478 9.126  0.14
Cl: 4.146 -8.784 7.938  -0.17
Cl: 5.481 -7.373 10.137  -0.15
H: 3.920 -6.540 8.599  -0.09
H: 3.184 -7.662 9.764  0.26
C: 6.556 3.215 1.161  -0.44
Cl: 7.358 1.734 0.625  -0.14
Cl: 5.126 2.908 2.166  -0.12
H: 7.262 3.791 1.745  0.40
H: 6.244 3.775 0.289  0.28
C: 3.634 5.097 4.580  0.14
Cl: 2.989 6.464 3.664  -0.16
Cl: 2.546 4.640 5.901  -0.10
H: 3.753 4.264 3.896  -0.16
H: 4.585 5.388 4.997  0.30
C: -0.866 2.004 5.986  -0.13
Cl: -2.157 0.959 6.579  -0.15
Cl: -0.039 2.854 7.300  -0.15
H: -0.139 1.394 5.465  0.15
H: -1.293 2.742 5.319  0.29
C: -7.463 -4.410 -12.519  -0.25
Cl: -7.099 -2.914 -11.648  -0.14
Cl: -7.568 -4.151 -14.261  -0.15
H: -6.672 -5.121 -12.321  0.25
H: -8.413 -4.789 -12.166  0.29
C: 5.632 4.238 8.698  -0.17
Cl: 5.764 4.068 6.938  -0.12
Cl: 6.432 5.697 9.278  -0.16
H: 4.582 4.288 8.955  0.18
H: 6.097 3.377 9.159  0.27
C: -8.964 2.102 -4.706  0.22
Cl: -8.444 1.293 -6.192  -0.14
Cl: -10.308 1.261 -3.924  -0.16
H: -8.125 2.123 -4.023  -0.19
H: -9.279 3.106 -4.957  0.28
C: -9.018 -4.759 -4.716  -0.26
Cl: -8.362 -5.960 -3.599  -0.15
Cl: -8.171 -4.774 -6.272  -0.11
H: -10.061 -4.983 -4.894  0.28
H: -8.911 -3.780 -4.274  0.24

Summary:
Energy (a.u.): -15903.6248
Largest force on an atom (eV Å⁻¹): 0.96
Net charge: +1
Relative energy (zero: lowest compared OMol25 entry of this formula, charge and spin) (kJ/mol): 0.00